(1)
The following is a DFT calculation (ωB97M-V/def2-TZVPD) of a cluster of 8 separate species, H16O8 in total at a distorted geometry.

Computed properties:
energy relative to the best compared isomer or geometry (same formula, charge and spin) = 82.6 kcal per mole
largest force on an atom = 3.87 eV/Å
SMILES string = O.O.O.O.O.O.O.O
LUMO level = 0.009 Eh
HOMO level = -10.687 eV

Geometry (Å):
O (-2.38, -2.38, -2.03)
O (-2.38, 2.22, -2.93)
O (2.66, 2.00, 1.68)
O (0.94, -1.88, -0.31)
O (-1.62, -0.45, 0.98)
O (1.18, 1.00, -2.10)
O (-2.75, 2.11, 0.23)
O (3.84, -1.98, 4.01)
H (1.14, 1.42, -1.29)
H (-1.62, 2.20, -3.50)
H (-3.75, 2.07, 0.44)
H (4.84, -2.06, 3.93)
H (0.23, -1.37, -0.70)
H (-2.57, 1.23, -2.91)
H (-2.81, -2.43, -2.89)
H (3.37, 2.10, 1.13)
H (2.93, 1.75, 2.54)
H (3.60, -2.85, 3.76)
H (-2.45, 1.56, 0.97)
H (-1.61, -0.73, 1.87)
H (-1.57, -1.37, 0.61)
H (2.13, 1.08, -2.32)
H (-2.25, -1.49, -1.85)
H (0.91, -1.75, 0.67)

---

(2)
The following is a DFT calculation (ωB97M-V/def2-TZVPD) of a cluster of 8 separate species, H16O8 in total at a distorted geometry.

Computed properties:
energy relative to the best compared isomer or geometry (same formula, charge and spin) = 73.4 kcal per mole
largest force on an atom = 2.13 eV/Å
SMILES string = O.O.O.O.O.O.O.O
LUMO level = 0.006 Eh
HOMO level = -10.350 eV

Geometry (Å):
O (-1.95, 2.43, -1.77)
O (0.17, 2.72, 1.02)
O (-3.18, 0.08, 0.43)
O (0.02, -4.46, -0.23)
O (-0.15, -1.29, -3.16)
O (1.67, 1.11, 1.33)
O (0.42, -0.29, -0.39)
O (3.36, -0.72, 3.39)
H (2.31, 0.71, 1.93)
H (4.31, -0.58, 3.53)
H (-3.01, 0.29, -0.50)
H (-1.04, -1.58, -2.94)
H (-2.64, 1.77, -1.67)
H (0.09, 1.93, 0.47)
H (-0.65, 3.20, 0.84)
H (3.27, -1.68, 3.37)
H (0.10, -1.86, -3.91)
H (0.92, 0.35, -0.91)
H (0.36, -3.95, -0.97)
H (-0.70, -3.92, 0.11)
H (0.27, 0.15, 0.45)
H (1.72, 2.05, 1.53)
H (-3.67, 0.85, 0.75)
H (-1.99, 2.67, -2.71)

---

(3)
The following is a DFT calculation (ωB97M-V/def2-TZVPD) of a cluster of 8 separate species, H16O8 in total.

Computed properties:
energy relative to the best compared isomer or geometry (same formula, charge and spin) = 66.3 kcal per mole
largest force on an atom = 0.33 eV/Å
SMILES string = O.O.O.O.O.O.O.O
LUMO level = 0.004 Eh
HOMO level = -11.544 eV

Geometry (Å):
O (2.72, -22.88, -19.45)
O (-5.22, -27.00, -19.75)
O (-0.66, -27.58, -18.41)
O (-0.82, -22.55, -16.50)
O (-0.24, -30.94, -15.34)
O (4.42, -25.50, -23.08)
O (-1.59, -33.37, -19.72)
O (5.43, -28.33, -19.08)
H (3.93, -25.14, -22.35)
H (-0.13, -27.12, -19.06)
H (-0.10, -22.83, -17.07)
H (-1.47, -27.79, -18.86)
H (5.59, -29.27, -19.14)
H (-1.13, -31.20, -15.11)
H (-5.03, -26.08, -19.55)
H (5.28, -25.71, -22.71)
H (-6.01, -27.19, -19.25)
H (-1.99, -33.02, -18.92)
H (2.59, -22.07, -19.93)
H (-0.83, -23.20, -15.80)
H (-0.65, -33.23, -19.59)
H (4.47, -28.25, -19.06)
H (3.55, -22.76, -18.99)
H (-0.35, -30.14, -15.86)

---

(4)
The following is a DFT calculation (ωB97M-V/def2-TZVPD) of a cluster of 8 separate species, H16O8 in total at a distorted geometry.

Computed properties:
spin multiplicity = 2
charge = +1
energy relative to the best compared isomer or geometry (same formula, charge and spin) = 15.3 kcal per mole
largest force on an atom = 1.89 eV/Å
LUMO level (spin up / spin down) = -0.126 / -0.400 Eh
HOMO level (spin up / spin down) = -13.929 / -13.929 eV

Geometry (Å):
O (1.82, 1.07, 2.31)
O (-0.71, -3.31, 0.33)
O (2.75, -0.09, -0.16)
O (1.89, 2.96, -0.30)
O (-0.68, 1.87, 2.44)
O (-2.47, 0.07, -0.63)
O (-2.33, -1.43, -3.23)
O (0.11, -0.23, -0.15)
H (-0.77, -0.04, -0.47)
H (1.57, 2.06, -0.31)
H (-0.02, -0.94, 0.48)
H (2.78, 2.91, -0.64)
H (2.28, 0.72, 1.54)
H (0.03, 1.25, 2.28)
H (3.19, -0.57, -0.86)
H (2.43, 0.95, 3.03)
H (-1.40, -3.51, -0.29)
H (-2.94, 0.90, -0.73)
H (-0.89, 2.21, 1.57)
H (1.82, -0.30, -0.27)
H (-3.21, -1.66, -3.52)
H (-2.90, -0.36, 0.10)
H (0.10, -3.35, -0.18)
H (-2.44, -1.17, -2.31)

---

(5)
The following is a DFT calculation (ωB97M-V/def2-TZVPD) of a structure of composition H17LiO9 at a distorted geometry.

Computed properties:
energy relative to the best compared isomer or geometry (same formula, charge and spin) = 20.2 kcal per mole
largest force on an atom = 7.73 eV/Å
LUMO level = 0.000 Eh
HOMO level = -10.375 eV

Geometry (Å):
O (0.76, -1.16, -2.77)
O (-1.20, -2.84, -0.05)
O (2.77, 0.02, -0.94)
O (-2.06, 0.64, -2.39)
O (-0.32, -0.22, -0.43)
O (1.85, 1.21, 1.74)
O (-2.20, 0.81, 1.33)
O (0.86, -0.94, 2.97)
O (-0.50, 2.77, 0.62)
Li (0.97, 1.22, -0.36)
H (-2.86, 1.25, 0.77)
H (-0.90, -2.08, -0.45)
H (1.89, -0.54, -1.33)
H (-1.75, 0.26, 0.62)
H (-0.90, 1.97, 1.02)
H (0.05, -0.94, 3.41)
H (-1.05, 3.45, 0.09)
H (1.33, -0.76, 3.69)
H (0.13, -0.87, 0.08)
H (3.20, 0.56, -1.55)
H (-1.44, 0.40, -1.82)
H (0.82, -2.03, -2.47)
H (1.35, 0.48, 2.08)
H (2.76, 1.18, 1.58)
H (0.38, -0.74, -2.06)
H (-1.17, -3.20, -1.07)
H (-2.74, 0.11, -2.30)

---

(6)
The following is a DFT calculation (ωB97M-V/def2-TZVPD) of a cluster of 9 separate species, H17O9 in total at a distorted geometry.

Computed properties:
charge = -1
energy relative to the best compared isomer or geometry (same formula, charge and spin) = 44.2 kcal per mole
largest force on an atom = 6.64 eV/Å
LUMO level = 0.121 Eh
HOMO level = -6.016 eV

Geometry (Å):
O (-2.41, 1.20, 1.23)
O (2.69, 2.27, -0.94)
O (1.34, -1.72, -1.72)
O (-0.61, -0.20, -0.25)
O (-0.48, -2.80, 0.71)
O (-0.14, -0.93, 2.69)
O (-2.75, 0.99, -2.45)
O (-0.13, 1.91, -1.41)
O (2.78, -0.94, 2.37)
H (-0.16, 1.02, -1.01)
H (2.68, -0.81, 1.51)
H (0.51, -1.44, -2.01)
H (-0.15, -1.69, 2.12)
H (0.20, -2.99, -0.02)
H (-2.11, 0.64, -3.15)
H (-1.42, -0.33, -0.57)
H (-0.55, 2.43, -0.66)
H (-2.27, 1.64, -1.89)
H (-0.08, -0.33, 1.99)
H (2.82, 1.40, -1.18)
H (1.41, -1.56, -0.80)
H (-1.66, 0.69, 1.61)
H (-0.63, -1.76, 0.32)
H (1.81, 2.42, -1.37)
H (2.00, -0.80, 2.86)
H (-2.71, 1.70, 2.01)

---

(7)
The following is a DFT calculation (ωB97M-V/def2-TZVPD) of a structure of composition H18LiNO12 at a distorted geometry.

Computed properties:
energy relative to the best compared isomer or geometry (same formula, charge and spin) = 89.5 kcal per mole
largest force on an atom = 12.78 eV/Å
LUMO level = -0.050 Eh
HOMO level = -9.584 eV

Geometry (Å):
O (-4.17, 1.43, -0.77)
O (-1.01, -2.50, -1.97)
O (2.24, -1.26, 1.00)
O (-1.29, 0.22, -0.66)
O (0.60, -0.45, -0.16)
O (2.93, 1.89, -0.43)
O (0.41, -3.76, 0.65)
O (0.19, 1.72, -0.30)
O (0.42, 0.64, -2.98)
O (-2.73, -0.59, 1.57)
O (-0.07, 4.09, 0.90)
O (1.11, -1.67, 3.34)
N (-0.22, 0.52, -0.20)
Li (1.26, 2.37, -1.80)
H (1.21, -1.45, 2.35)
H (1.00, -0.08, -3.56)
H (0.38, 0.16, -2.32)
H (1.42, -0.97, 0.41)
H (-0.77, 3.99, 1.53)
H (-3.42, 0.84, -0.96)
H (-2.35, -0.31, 0.67)
H (-0.01, -2.99, 0.50)
H (0.20, -4.08, 1.65)
H (-2.09, -0.25, 2.14)
H (-1.45, -2.78, -2.76)
H (-4.23, 2.40, -0.29)
H (-0.83, -1.60, -2.11)
H (-0.11, 3.27, 0.58)
H (2.81, 2.28, 0.46)
H (3.86, 2.07, -0.82)
H (1.88, -1.33, 3.81)
H (2.83, -1.78, 0.51)

---

(8)
The following is a DFT calculation (ωB97M-V/def2-TZVPD) of a cluster of 11 separate species, H18N2O15 in total at a distorted geometry.

Computed properties:
charge = -2
energy relative to the best compared isomer or geometry (same formula, charge and spin) = 0.0 kcal per mole
largest force on an atom = 1.60 eV/Å
LUMO level = 0.189 Eh
HOMO level = -2.529 eV

Geometry (Å):
O (-14.49, 4.45, -4.89)
O (-19.65, 6.20, -3.59)
O (-17.77, 9.95, -6.65)
O (-16.22, 8.15, -2.46)
O (-15.25, 7.39, 0.13)
O (-18.86, 7.88, -1.21)
O (-14.69, 8.30, -3.97)
O (-11.95, 8.84, -3.03)
O (-13.07, 10.30, -5.64)
O (-19.64, 9.89, -5.55)
O (-18.45, 8.10, -5.76)
O (-14.36, 5.00, -1.87)
O (-15.63, 7.66, -7.29)
O (-16.22, 6.78, -4.13)
O (-14.89, 10.78, -1.74)
N (-18.62, 9.32, -5.98)
N (-15.73, 7.77, -3.56)
H (-15.00, 5.27, -5.01)
H (-15.71, 7.44, -0.72)
H (-14.39, 7.77, -0.07)
H (-16.27, 7.92, -6.60)
H (-18.96, 6.68, -4.08)
H (-13.55, 10.74, -6.35)
H (-18.19, 7.71, -1.88)
H (-14.32, 4.14, -5.78)
H (-15.13, 9.92, -2.13)
H (-14.75, 5.03, -2.76)
H (-13.71, 9.66, -5.29)
H (-12.86, 8.91, -3.36)
H (-11.55, 9.67, -3.31)
H (-14.84, 10.59, -0.80)
H (-19.64, 5.31, -3.96)
H (-15.08, 8.43, -7.41)
H (-18.49, 8.60, -0.69)
H (-15.06, 5.30, -1.28)

---

(9)
The following is a DFT calculation (ωB97M-V/def2-TZVPD) of a cluster of 10 separate species, H18NO12 in total at a distorted geometry.

Computed properties:
charge = -1
energy relative to the best compared isomer or geometry (same formula, charge and spin) = 43.8 kcal per mole
largest force on an atom = 3.52 eV/Å
LUMO level = 0.103 Eh
HOMO level = -6.682 eV

Geometry (Å):
O (-0.16, 0.12, -4.41)
O (-0.01, -0.25, 2.70)
O (2.12, 3.97, 0.41)
O (-3.07, -1.82, -1.56)
O (-1.01, 2.76, 3.12)
O (-0.02, 0.92, 0.01)
O (-2.57, 2.57, 0.19)
O (1.15, -3.90, -0.40)
O (-0.21, -3.39, 2.32)
O (2.86, -0.41, -1.44)
O (0.36, -1.12, -0.24)
O (-0.65, -0.08, -1.77)
N (-0.09, -0.09, -0.69)
H (-0.53, 2.25, 2.47)
H (0.74, -0.14, -4.61)
H (-2.40, -1.14, -1.62)
H (2.19, -0.67, -0.81)
H (3.61, -0.96, -1.24)
H (2.82, 3.42, 0.75)
H (0.76, -3.02, -0.43)
H (-0.78, -2.71, 1.96)
H (-1.73, 3.02, 0.31)
H (0.33, 0.05, 1.86)
H (-3.15, 3.24, -0.18)
H (1.75, -3.86, 0.34)
H (-2.73, -2.54, -2.08)
H (-0.19, 0.20, -3.46)
H (-0.42, 3.47, 3.36)
H (0.63, -3.27, 1.88)
H (1.32, 3.47, 0.58)
H (-0.95, -0.08, 2.66)